# 1
ORCA calculation (ωB97M-V/def2-TZVPD) on a structure of composition C20H52FMnN4O6 at a distorted geometry.

CARTESIAN COORDINATES (ANGSTROEM)
Mn1 1.92 0.08 2.69
F1 1.23 0.21 0.73
C1 -3.32 -2.34 4.78
O1 -2.27 -1.80 4.06
C2 -2.62 -0.65 3.31
C3 -1.31 -0.31 2.56
N1 -0.28 0.18 3.44
C4 -0.45 1.63 3.88
C5 0.35 2.55 2.96
O2 1.74 2.20 3.02
C6 2.58 3.00 2.26
H1 -4.19 -2.45 4.13
H2 -3.53 -1.65 5.61
H3 -3.11 -3.29 5.26
H4 -2.99 0.18 3.90
H5 -3.44 -0.91 2.64
H6 -1.41 0.36 1.71
H7 -0.99 -1.23 2.08
H8 -0.30 -0.38 4.28
H9 0.02 1.84 4.85
H10 -1.50 1.92 3.90
H11 0.22 3.60 3.21
H12 0.01 2.46 1.93
H13 3.61 3.05 2.63
H14 2.41 4.08 2.22
H15 2.55 2.62 1.24
C7 -2.12 -5.22 2.76
O3 -2.02 -5.25 1.34
C8 -1.72 -4.03 0.74
C9 -1.68 -4.32 -0.80
N2 -1.50 -3.15 -1.66
C10 -0.24 -2.39 -1.56
C11 1.04 -3.13 -1.61
O4 1.68 -3.02 -2.85
C12 1.07 -3.87 -3.85
H16 -3.14 -5.06 3.11
H17 -1.34 -4.65 3.27
H18 -2.00 -6.25 3.08
H19 -0.76 -3.71 1.16
H20 -2.54 -3.37 1.02
H21 -2.67 -4.74 -0.99
H22 -0.91 -5.07 -0.95
H23 -2.19 -2.54 -1.24
H24 -0.33 -1.80 -0.64
H25 -0.30 -1.57 -2.28
H26 0.99 -4.17 -1.28
H27 1.57 -2.71 -0.76
H28 0.14 -3.41 -4.18
H29 0.82 -4.86 -3.48
H30 1.74 -4.02 -4.70
C13 3.23 0.76 -4.66
C14 3.15 0.55 -3.18
C15 3.19 1.89 -2.44
O5 4.33 2.62 -2.78
C16 4.47 3.76 -1.97
N3 1.97 -0.20 -2.78
H31 2.33 1.21 -5.08
H32 3.17 -0.24 -5.11
H33 4.17 1.25 -4.91
H34 3.89 -0.14 -2.78
H35 3.05 1.70 -1.38
H36 2.31 2.48 -2.67
H37 5.40 4.32 -2.07
H38 4.31 3.66 -0.90
H39 3.76 4.49 -2.35
H40 1.88 -0.10 -1.78
H41 2.12 -1.19 -2.91
C17 -1.11 2.81 -2.87
C18 -0.70 2.51 -1.45
C19 -1.81 2.86 -0.49
O6 -1.70 4.20 -0.13
C20 -2.81 4.57 0.69
N4 -0.44 1.13 -1.42
H42 -1.13 3.90 -2.92
H43 -2.11 2.48 -3.15
H44 -0.37 2.41 -3.56
H45 0.18 3.13 -1.28
H46 -1.57 2.27 0.40
H47 -2.75 2.57 -0.94
H48 -3.75 4.23 0.27
H49 -2.81 5.65 0.87
H50 -2.57 3.99 1.58
H51 0.21 0.96 -2.17
H52 0.03 0.82 -0.58

Output
E ... -2713.75746 Ha
Net charge ... +2
2S+1 ... 7
Kohn-Sham gap (alpha / beta) ... 5.72 / 3.61 eV

=====

# 2
ORCA calculation (ωB97M-V/def2-TZVPD) on a cluster of 2 separate species, C5H6F3N2 in total at a distorted geometry.

CARTESIAN COORDINATES (ANGSTROEM)
C1 -2.10 -1.45 -0.33
C2 -1.99 -0.08 -0.11
C3 0.00 -0.83 -0.09
C4 -0.27 1.65 0.51
C5 2.87 0.01 -0.06
N1 -0.73 -1.85 -0.42
N2 -0.70 0.33 -0.11
F1 2.89 1.05 0.79
F2 3.63 -0.98 0.25
F3 2.77 0.33 -1.30
H1 -2.99 -2.02 -0.55
H2 -2.75 0.70 -0.11
H3 0.61 1.95 -0.15
H4 -1.15 2.32 0.44
H5 0.24 1.64 1.47
H6 -0.35 -2.77 -0.22

Output
Energy relative to the best compared isomer or geometry (same formula, charge and spin) ... 322.03 kJ/mol
E ... -602.81562 Ha
Net charge ... +1
Kohn-Sham gap (alpha / beta) ... 6.81 / 8.73 eV

=====

# 3
ORCA calculation (ωB97M-V/def2-TZVPD) on the ion C11H14N3S with charge +1 at a distorted geometry.

CARTESIAN COORDINATES (ANGSTROEM)
C1 -1.16 -0.07 3.04
S1 0.31 -0.72 2.31
C2 0.43 0.21 0.78
N1 1.91 0.65 0.63
C3 2.62 -0.19 -0.30
C4 2.38 -1.66 0.00
N2 1.21 -2.27 -0.56
C5 0.12 -1.68 -0.75
N3 -0.14 -0.33 -0.50
C6 -1.25 0.40 -1.01
C7 -2.52 -0.02 -0.66
C8 -3.45 0.73 -1.29
C9 -3.26 1.45 -2.30
C10 -2.11 2.03 -2.70
C11 -1.07 1.41 -1.98
H1 -1.26 0.92 3.52
H2 -0.97 -0.66 3.98
H3 -2.08 -0.62 2.67
H4 -0.11 1.22 0.88
H5 2.15 0.65 1.72
H6 1.83 1.58 0.61
H7 3.76 -0.17 -0.25
H8 2.30 0.05 -1.33
H9 3.15 -2.36 -0.45
H10 2.37 -1.86 1.10
H11 -0.56 -2.27 -1.31
H12 -2.62 -0.87 -0.02
H13 -2.00 2.65 -3.54
H14 0.02 1.78 -2.31

Output
Energy relative to the best compared isomer or geometry (same formula, charge and spin) ... 722.45 kJ/mol
E ... -989.52580 Ha
Net charge ... +1
Kohn-Sham gap ... 9.35 eV

=====

# 4
ORCA calculation (ωB97M-V/def2-TZVPD) on a cluster of 14 separate species, C5H38N2O14 in total at a distorted geometry.

CARTESIAN COORDINATES (ANGSTROEM)
N1 -0.07 -1.25 0.61
C1 0.76 -1.03 -0.57
C2 2.26 -1.51 -0.27
C3 0.94 0.50 -0.88
N2 -0.41 1.13 -1.20
C4 -0.11 2.61 -1.51
C5 0.15 3.28 -0.23
O1 0.95 4.21 -0.12
H1 0.26 -2.19 0.95
H2 0.12 -0.66 1.42
H3 0.30 -1.61 -1.34
H4 2.25 -2.49 0.13
H5 2.65 -0.66 0.34
H6 3.20 -1.40 -0.97
H7 1.70 0.56 -1.74
H8 1.30 1.03 0.02
H9 -0.73 0.65 -2.03
H10 0.60 2.91 -2.28
H11 -1.14 2.97 -1.97
H12 -0.11 2.81 0.67
H13 -3.27 0.24 3.10
H14 -3.12 -0.53 1.75
O2 -3.73 -0.37 2.51
H15 3.81 1.68 -0.13
H16 4.08 1.51 1.36
O3 3.48 1.19 0.58
H17 0.39 1.46 2.19
H18 0.29 0.44 3.34
O4 0.70 0.62 2.61
H19 -0.36 -2.72 3.02
H20 1.00 -3.23 3.37
O5 0.35 -3.12 2.74
H21 -0.48 -3.11 -2.05
H22 -1.62 -4.20 -2.25
O6 -1.44 -3.21 -2.28
H23 2.10 -1.36 2.93
H24 3.11 -0.83 3.76
O7 2.44 -1.46 3.87
H25 -1.86 2.96 0.84
H26 -1.97 1.98 1.93
O8 -1.49 2.67 1.76
H27 3.45 2.86 -2.83
H28 2.76 2.31 -1.67
O9 3.48 2.08 -2.26
H29 -3.38 -0.60 -1.54
H30 -2.90 -1.17 -2.81
O10 -3.36 -0.42 -2.47
H31 -0.37 -2.06 -5.18
H32 0.69 -1.50 -4.30
O11 0.35 -2.33 -4.63
H33 -2.41 -1.79 -0.32
H34 -2.08 -0.57 0.20
O12 -2.87 -1.15 0.12
H35 -2.82 0.80 -3.81
H36 -1.92 0.23 -4.74
O13 -2.07 1.06 -4.26
H37 1.04 -1.65 4.87
H38 -0.43 -2.06 5.40
O14 0.10 -1.42 4.99

Output
Energy relative to the best compared isomer or geometry (same formula, charge and spin) ... 830.51 kJ/mol
E ... -1375.99595 Ha
Kohn-Sham gap ... 9.45 eV

=====

# 5
ORCA calculation (ωB97M-V/def2-TZVPD) on the molecule C6H9NO4S at a distorted geometry.

CARTESIAN COORDINATES (ANGSTROEM)
C1 -0.81 -1.18 -0.82
C2 0.94 -0.96 1.02
C3 0.03 1.94 1.02
C4 0.41 2.33 -0.44
C5 0.00 -0.14 -0.02
C6 -2.24 -1.31 -0.49
N1 1.71 -1.89 0.37
O1 -0.29 -1.83 -1.69
O2 1.00 -0.63 2.16
O3 2.52 0.71 -0.84
O4 -0.74 0.79 0.68
S1 1.11 0.77 -1.30
H1 0.95 1.67 1.57
H2 -0.70 2.76 1.32
H3 -0.49 2.55 -1.03
H4 1.08 3.19 -0.80
H5 -2.92 -0.65 -1.16
H6 -2.59 -1.08 0.45
H7 -2.66 -2.26 -0.59
H8 1.36 -2.36 -0.44
H9 2.31 -2.42 1.02

Output
Energy relative to the best compared isomer or geometry (same formula, charge and spin) ... 132.95 kJ/mol
E ... -987.71332 Ha
2S+1 ... 3
Kohn-Sham gap (alpha / beta) ... 5.57 / 6.11 eV

=====

# 6
ORCA calculation (ωB97M-V/def2-TZVPD) on a structure of composition C32H29BrN9O5V.

CARTESIAN COORDINATES (ANGSTROEM)
V1 -0.06 -0.20 -1.03
O1 3.99 1.00 -0.51
C1 4.37 0.25 0.54
C2 5.68 0.40 1.01
C3 6.12 -0.31 2.11
C4 5.27 -1.19 2.76
C5 3.98 -1.35 2.29
C6 3.51 -0.65 1.18
C7 2.07 -0.85 0.74
O2 1.85 -0.48 -0.58
N1 1.22 -0.12 1.68
N2 -0.07 0.15 1.09
C8 -0.80 0.88 1.93
C9 -1.99 1.58 1.76
Br1 -2.63 1.96 -0.01
C10 -2.78 2.10 2.79
C11 -2.81 1.72 4.17
C12 -3.45 2.57 5.10
C13 -3.54 2.25 6.44
C14 -3.00 1.06 6.92
C15 -2.39 0.20 6.02
C16 -2.29 0.51 4.68
H1 3.05 0.72 -0.71
H2 6.33 1.10 0.49
H3 7.14 -0.17 2.46
H4 5.61 -1.75 3.62
H5 3.30 -2.03 2.78
H6 1.83 -1.93 0.86
H7 1.67 0.78 1.83
H8 -0.40 0.97 2.94
H9 -3.46 2.90 2.51
H10 -3.88 3.50 4.74
H11 -4.04 2.94 7.11
H12 -3.07 0.81 7.97
H13 -1.98 -0.74 6.38
H14 -1.84 -0.21 4.01
C17 -4.25 -1.36 0.23
O3 -3.86 -2.59 -0.38
C18 -3.38 -2.55 -1.66
C19 -3.83 -3.52 -2.53
C20 -3.35 -3.59 -3.84
C21 -2.40 -2.68 -4.26
C22 -1.89 -1.72 -3.38
C23 -0.93 -0.76 -3.88
N3 -0.18 -0.06 -3.11
N4 0.50 1.01 -3.67
C24 0.77 1.86 -2.71
O4 0.49 1.67 -1.47
C25 1.40 3.16 -3.08
C26 1.61 4.11 -2.09
C27 2.18 5.33 -2.41
C28 2.55 5.60 -3.72
C29 2.35 4.65 -4.71
C30 1.77 3.43 -4.39
C31 -2.36 -1.63 -2.04
O5 -1.92 -0.78 -1.16
H15 -5.00 -1.62 0.98
H16 -4.70 -0.68 -0.50
H17 -3.41 -0.85 0.70
H18 -4.58 -4.21 -2.17
H19 -3.72 -4.35 -4.51
H20 -2.03 -2.71 -5.27
H21 -0.89 -0.57 -4.95
H22 1.32 3.88 -1.08
H23 2.34 6.07 -1.63
H24 3.01 6.56 -3.97
H25 2.64 4.86 -5.73
H26 1.60 2.68 -5.15
N5 1.33 -5.44 -2.08
N6 0.76 -4.37 -1.41
N7 0.04 -4.53 -0.32
C32 -0.32 -3.28 -0.08
N8 0.16 -2.44 -1.01
N9 0.85 -3.15 -1.85
H27 2.13 -5.76 -1.54
H28 1.67 -5.06 -2.96
H29 -0.94 -2.96 0.74

Output
Energy relative to the best compared isomer or geometry (same formula, charge and spin) ... 75.44 kJ/mol
E ... -5623.89995 Ha
Net charge ... -1
2S+1 ... 4
Kohn-Sham gap (alpha / beta) ... 5.06 / 6.97 eV

=====

# 7
ORCA calculation (ωB97M-V/def2-TZVPD) on a cluster of 2 separate species, C5H6FN in total at a distorted geometry.

CARTESIAN COORDINATES (ANGSTROEM)
C1 -2.63 -0.74 0.16
C2 0.98 0.11 0.27
C3 -0.07 0.09 -0.49
C4 2.36 -0.13 -0.26
C5 -2.07 0.50 0.48
N1 -3.02 -1.78 -0.14
F1 -2.54 1.60 -0.16
H1 0.91 0.28 1.33
H2 -0.28 -0.05 -1.53
H3 2.66 -1.16 -0.05
H4 2.40 0.02 -1.34
H5 3.07 0.54 0.22
H6 -1.77 0.71 1.50

Output
Energy relative to the best compared isomer or geometry (same formula, charge and spin) ... 351.28 kJ/mol
E ... -348.59843 Ha
Kohn-Sham gap ... 9.45 eV

=====

# 8
ORCA calculation (ωB97M-V/def2-TZVPD) on a cluster of 2 separate species, C4H12 in total at a distorted geometry.

CARTESIAN COORDINATES (ANGSTROEM)
C1 -0.31 -1.48 -0.39
C2 0.02 -2.92 0.03
H1 -1.08 -1.05 0.24
H2 0.55 -0.81 -0.41
H3 -0.61 -1.35 -1.41
H4 -0.16 -3.61 -0.79
H5 -0.44 -3.16 0.98
H6 1.09 -2.99 0.25
C3 0.21 2.60 -0.45
C4 0.02 1.74 0.83
H7 1.24 2.48 -0.77
H8 -0.48 2.35 -1.25
H9 -0.01 3.66 -0.28
H10 -0.07 2.45 1.65
H11 0.85 1.05 0.91
H12 -0.81 1.04 0.86

Output
Energy relative to the best compared isomer or geometry (same formula, charge and spin) ... 51.69 kJ/mol
E ... -159.56528 Ha
Kohn-Sham gap ... 12.70 eV

=====

Question: Which of these has the lowest E?
Answer: C32H29BrN9O5V